1.
# C32H66F5O16P4S

5 unconnected molecules or ions with the total composition C32H66F5O16P4S in a non-equilibrium geometry (the ωB97M-V functional and the def2-TZVPD basis, the OMol25 dataset).

Values from the calculation:
Energy ... -128589.8658 eV

The geometry in ORCA input format:
```
! RIJCOSX wB97M-V def2-TZVPD def2/J DEFGRID3
* xyz 1 1
F -5.075 0.204 -3.199
C -5.193 -1.059 -3.653
F -5.903 -1.762 -2.772
F -5.859 -0.987 -4.821
C -3.833 -1.677 -3.909
C -3.706 -2.849 -4.637
C -2.461 -3.393 -4.882
C -1.323 -2.758 -4.413
C -1.464 -1.586 -3.691
C -0.258 -0.838 -3.190
F 0.825 -1.594 -3.146
F -0.520 -0.244 -2.026
S 0.103 0.626 -4.393
C -2.712 -1.034 -3.426
H -4.582 -3.343 -5.036
H -2.364 -4.305 -5.453
H -0.339 -3.167 -4.604
H -1.162 0.902 -4.765
H 0.543 -0.065 -5.464
H -2.801 -0.122 -2.852
O 5.182 -1.193 0.310
P 4.586 0.020 0.911
O 3.435 0.417 -0.183
C 2.567 -0.641 -0.576
C 1.480 -0.901 0.450
O 5.720 1.139 0.556
C 7.108 0.785 0.499
C 7.584 0.751 -0.937
O 4.064 0.768 2.197
C 3.660 2.158 2.136
C 2.187 2.282 2.431
H 3.134 -1.550 -0.781
H 2.110 -0.330 -1.516
H 1.899 -1.091 1.439
H 0.856 -1.747 0.156
H 0.846 -0.017 0.538
H 7.288 -0.171 0.990
H 7.654 1.548 1.056
H 6.959 0.089 -1.537
H 8.617 0.406 -0.997
H 7.521 1.745 -1.382
H 3.901 2.607 1.176
H 4.240 2.682 2.894
H 1.590 1.791 1.661
H 1.895 3.331 2.480
H 1.937 1.804 3.379
O 3.211 5.337 4.799
P 3.197 6.824 4.628
O 3.725 7.344 6.078
C 4.931 6.822 6.637
C 6.162 7.380 5.949
O 1.549 6.972 4.838
C 0.649 5.991 4.334
C 0.086 5.154 5.464
O 3.201 8.252 3.907
C 2.585 9.406 4.525
C 3.638 10.441 4.837
H 4.930 5.731 6.600
H 4.931 7.106 7.689
H 6.128 7.198 4.871
H 7.065 6.922 6.353
H 6.230 8.459 6.093
H 1.135 5.359 3.590
H -0.159 6.528 3.831
H 0.888 4.717 6.058
H -0.544 4.349 5.079
H -0.510 5.774 6.134
H 2.030 9.139 5.418
H 1.870 9.797 3.800
H 4.333 10.067 5.589
H 3.172 11.350 5.218
H 4.220 10.685 3.947
O -9.400 -2.035 0.080
P -8.800 -0.909 0.815
O -9.973 -0.104 1.569
C -11.019 -0.822 2.231
C -10.551 -1.439 3.535
O -8.448 0.154 -0.383
C -8.169 -0.313 -1.704
C -9.333 -0.009 -2.624
O -7.551 -0.508 1.707
C -7.319 0.872 2.061
C -7.448 1.046 3.555
H -11.434 -1.586 1.571
H -11.813 -0.101 2.423
H -9.685 -2.086 3.376
H -11.350 -2.028 3.984
H -10.254 -0.666 4.244
H -7.945 -1.377 -1.701
H -7.279 0.213 -2.048
H -10.260 -0.414 -2.221
H -9.168 -0.431 -3.617
H -9.468 1.069 -2.720
H -7.993 1.542 1.536
H -6.305 1.107 1.737
H -8.470 0.849 3.878
H -7.186 2.065 3.841
H -6.798 0.349 4.086
O 4.248 -7.693 -5.762
P 3.860 -6.759 -4.695
O 4.131 -7.459 -3.272
C 5.334 -8.211 -3.065
C 6.544 -7.314 -2.898
O 2.220 -6.822 -4.742
C 1.544 -7.128 -5.964
C 0.979 -8.531 -5.917
O 3.904 -5.226 -4.270
C 3.167 -4.776 -3.121
C 4.111 -4.272 -2.056
H 5.488 -8.917 -3.881
H 5.176 -8.798 -2.161
H 6.657 -6.641 -3.752
H 7.450 -7.913 -2.803
H 6.447 -6.694 -2.006
H 2.209 -7.007 -6.819
H 0.734 -6.402 -6.072
H 1.758 -9.253 -5.677
H 0.531 -8.803 -6.874
H 0.217 -8.609 -5.139
H 2.520 -5.554 -2.725
H 2.524 -3.962 -3.467
H 4.737 -5.075 -1.671
H 3.553 -3.841 -1.223
H 4.783 -3.514 -2.462
*
```

Atom charges from the Löwdin analysis, given in e for atoms 1 to 4: number 1, F, carries 0.1362; number 2, C, carries -0.5749; number 3, F, carries 0.1721; number 4, F, carries 0.1562

2.
# C17H31N3O7P2

3 unconnected molecules or ions with the total composition C17H31N3O7P2 in a non-equilibrium geometry (the ωB97M-V functional and the def2-TZVPD basis, the OMol25 dataset).

Values from the calculation:
SMILES ... C=C[C@](C#N)(NCCC)[C@H](C#N)PP(=O)(O)O.CCOC(C)=O.CCOC(C)=O
Energy ... -55505.2054 eV

The geometry in ORCA input format:
```
! RIJCOSX wB97M-V def2-TZVPD def2/J DEFGRID3
* xyz 0 1
C -1.037 0.344 1.314
C -2.482 0.194 1.100
C -3.177 -1.228 0.759
C -3.574 -2.094 2.050
N -3.649 -2.575 3.165
N -2.294 -1.921 -0.218
C -1.460 -2.997 0.391
C -0.215 -3.364 -0.612
C 0.584 -2.071 -1.142
C -4.586 -0.874 0.001
C -5.425 -2.208 -0.368
N -5.681 -3.355 -0.683
P -4.280 0.273 -1.479
P -6.050 1.481 -1.918
O -6.036 1.732 -3.453
O -5.944 2.958 -1.029
O -7.496 0.616 -1.510
H -0.432 0.707 0.379
H -0.504 0.167 2.309
H -3.083 1.181 1.148
H -2.795 -2.231 -1.062
H -0.976 -2.725 1.391
H -2.064 -3.982 0.478
H -0.521 -4.095 -1.443
H 0.529 -3.952 0.062
H -0.022 -1.100 -1.166
H 1.548 -1.839 -0.538
H 0.921 -2.271 -2.232
H -5.232 -0.300 0.776
H -4.082 -0.561 -2.633
H -5.013 3.276 -1.122
H -7.925 1.189 -0.828
C 6.303 -2.731 2.923
C 5.226 -3.208 1.969
O 3.991 -2.516 2.200
C 3.685 -1.310 1.682
C 4.773 -0.497 1.036
O 2.565 -0.863 1.799
H 6.525 -1.671 2.784
H 7.225 -3.298 2.778
H 5.974 -2.851 3.959
H 5.528 -3.134 0.921
H 5.024 -4.265 2.158
H 5.169 0.213 1.766
H 4.341 0.050 0.196
H 5.587 -1.091 0.628
C 1.666 5.757 -2.073
C 0.667 5.159 -1.102
O 0.216 3.874 -1.554
C 0.872 2.717 -1.335
C 2.284 2.765 -0.823
O 0.351 1.660 -1.614
H 2.562 5.140 -2.160
H 1.965 6.757 -1.751
H 1.230 5.824 -3.073
H 1.051 5.104 -0.081
H -0.220 5.798 -1.063
H 2.972 2.687 -1.667
H 2.436 1.917 -0.152
H 2.516 3.657 -0.245
*
```

Atom charges from the Löwdin analysis, given in e for atoms 1 to 4: number 1, C, carries 0.0264; number 2, C, carries -0.1103; number 3, C, carries -0.4557; number 4, C, carries -0.1352

Ordered frontier orbital gap results: 6.4135, 6.7341; unit eV.
Ordered E_HOMO results: -11.21, -7.63; unit eV.